{"formula": "C37H33HgIN2O4PS", "method": "ωB97M-V/def2-TZVPD", "species": ["Hg", "C", "C", "C", "C", "C", "C", "C", "C", "C", "C", "N", "C", "C", "C", "C", "C", "N", "H", "H", "H", "H", "H", "H", "H", "H", "H", "H", "H", "H", "H", "H", "H", "H", "H", "I", "C", "C", "C", "C", "C", "C", "C", "C", "C", "P", "C", "C", "C", "C", "C", "C", "C", "C", "C", "C", "C", "C", "C", "H", "H", "H", "H", "H", "H", "H", "H", "H", "H", "H", "H", "H", "H", "H", "H", "O", "S", "O", "O", "O"], "coordinates": [[0.3315, -0.7234, 0.3041], [-5.1438, -1.7487, 1.3625], [-4.0916, -1.7579, 0.2497], [-4.0841, -0.4873, -0.5721], [-5.0907, -0.2667, -1.5106], [-5.0907, 0.8648, -2.3116], [-4.0290, 1.7573, -2.2278], [-2.9942, 1.5571, -1.3230], [-1.8066, 2.4865, -1.2902], [-1.8934, 3.5480, -0.1879], [-3.0576, 0.4622, -0.4488], [-2.0357, 0.3054, 0.5100], [-2.3058, 0.4480, 1.7566], [-1.3250, 0.2591, 2.7788], [-1.4526, 0.3175, 4.1701], [-0.1891, -0.0058, 4.6849], [0.6366, -0.2373, 3.5717], [-0.0472, -0.0667, 2.4371], [-5.1800, -2.7183, 1.8664], [-6.1356, -1.5325, 0.9568], [-4.9091, -0.9903, 2.1123], [-4.2919, -2.5941, -0.4246], [-3.1065, -1.9209, 0.6813], [-5.8833, -1.0040, -1.6123], [-5.8931, 1.0350, -3.0215], [-3.9820, 2.6118, -2.8971], [-1.7181, 2.9746, -2.2636], [-0.9011, 1.8933, -1.1387], [-2.7807, 4.1739, -0.3218], [-1.0083, 4.1884, -0.2058], [-1.9538, 3.0771, 0.7956], [-3.3155, 0.7347, 2.0773], [-2.3564, 0.5474, 4.7202], [0.1000, -0.0845, 5.7225], [1.6823, -0.5169, 3.5524], [-0.7945, -1.5531, -2.5995], [-1.0753, 0.2672, -3.6385], [-2.3603, 0.4257, -4.1567], [-2.6341, 1.4946, -4.9932], [-1.6136, 2.3480, -5.3747], [-0.2995, 2.1951, -4.8791], [0.7581, 2.9923, -5.3815], [2.0817, 2.7516, -4.9894], [2.3478, 1.8604, -3.9758], [1.3094, 1.1495, -3.3044], [1.7270, 0.5854, -1.6325], [3.2627, -0.3560, -1.9883], [4.4001, -0.2567, -1.1909], [5.5053, -1.0573, -1.4399], [5.4744, -1.9876, -2.4690], [4.3404, -2.0968, -3.2622], [3.2452, -1.2781, -3.0291], [2.3300, 2.1136, -0.7740], [3.4240, 2.8948, -1.1469], [3.7179, 4.0792, -0.4837], [2.9268, 4.5174, 0.5707], [1.8317, 3.7585, 0.9532], [1.5378, 2.5771, 0.2805], [-0.0246, 1.1831, -3.8752], [-3.1283, -0.2949, -3.9037], [-3.6412, 1.6295, -5.3763], [-1.8065, 3.1514, -6.0784], [0.5340, 3.7468, -6.1290], [2.8977, 3.2809, -5.4713], [3.3753, 1.6677, -3.6923], [4.4065, 0.4360, -0.3591], [6.3894, -0.9711, -0.8180], [6.3271, -2.6330, -2.6448], [4.2980, -2.8363, -4.0527], [2.3706, -1.3510, -3.6612], [4.0712, 2.5741, -1.9514], [4.5797, 4.6621, -0.7907], [3.1672, 5.4372, 1.0919], [1.2059, 4.0746, 1.7803], [0.6813, 1.9920, 0.5972], [2.2333, -3.9117, 1.4713], [1.7894, -3.0419, 0.3968], [0.2458, -2.8912, 0.4528], [2.3453, -1.6283, 0.6244], [2.1554, -3.5033, -0.9342]], "mulliken_spin": [0.01, 0.00, 0.00, 0.01, 0.00, -0.01, -0.01, 0.00, 0.02, 0.00, 0.01, -0.01, 0.00, 0.00, 0.00, 0.00, 0.00, 0.00, 0.00, 0.00, 0.00, 0.00, 0.00, 0.00, 0.00, 0.01, 0.00, 0.00, 0.00, 0.00, 0.00, 0.00, 0.00, 0.00, 0.00, 0.01, 0.04, 0.12, -0.05, 0.15, -0.15, 0.41, -0.12, 0.21, 0.12, 0.00, 0.02, 0.00, 0.00, 0.00, 0.00, 0.00, -0.01, 0.03, -0.01, 0.01, 0.00, 0.01, 0.05, 0.02, 0.00, 0.00, 0.03, 0.00, 0.09, 0.00, 0.00, 0.00, 0.00, -0.01, 0.02, 0.00, 0.00, 0.00, -0.01, 0.00, 0.00, 0.00, 0.00, 0.00], "homo_ev": [0.2207, -2.3448], "de_lowest_kcal_mol": 6.4, "total_charge": -2, "homo_lumo_gap_ev": [4.13, 6.65], "multiplicity": 2}

***

{"formula": "C37H33N4S4SbTa", "method": "ωB97M-V/def2-TZVPD", "species": ["Ta", "S", "C", "C", "C", "C", "C", "C", "S", "C", "C", "C", "C", "C", "C", "C", "S", "C", "C", "C", "C", "C", "C", "S", "N", "H", "H", "H", "H", "H", "H", "H", "H", "H", "H", "H", "H", "H", "H", "H", "C", "C", "C", "C", "C", "C", "N", "Sb", "C", "C", "C", "C", "C", "C", "N", "C", "C", "C", "C", "C", "C", "N", "H", "H", "H", "H", "H", "H", "H", "H", "H", "H", "H", "H", "H", "H", "H", "H", "H", "H"], "coordinates": [[0.5765, 0.1704, -0.2674], [-0.4600, 0.3174, 1.9659], [0.6783, 0.9108, 3.1912], [0.2542, 1.2242, 4.4726], [1.1720, 1.7498, 5.3777], [2.4987, 1.9612, 5.0194], [2.9383, 1.6293, 3.7437], [2.0114, 1.1161, 2.8512], [2.5186, 0.4207, 1.3084], [2.6865, -1.2935, 1.9073], [2.7668, -2.2495, 0.7606], [3.6625, -3.3001, 0.8123], [3.6576, -4.2369, -0.2093], [2.7462, -4.0702, -1.2398], [1.8832, -2.9882, -1.2262], [0.8966, -2.8595, -2.3658], [0.6487, -1.1057, -2.6653], [-1.2074, -0.8054, -2.6825], [-1.8615, -0.5615, -4.0723], [-3.0314, -1.4298, -4.3979], [-3.5130, -2.3264, -3.5381], [-2.9299, -2.5073, -2.2070], [-1.8810, -1.7888, -1.7927], [-1.0828, -1.9970, -0.2231], [1.8880, -2.0606, -0.2448], [-0.7773, 1.0706, 4.7611], [0.8436, 2.0009, 6.3773], [3.1940, 2.3788, 5.7341], [3.9748, 1.7656, 3.4610], [1.8168, -1.4997, 2.5365], [3.5841, -1.3192, 2.5217], [4.3498, -3.3814, 1.6427], [4.3472, -5.0702, -0.2069], [2.7046, -4.7719, -2.0616], [-0.0469, -3.3560, -2.1403], [1.3018, -3.3065, -3.2715], [-1.1266, -0.6063, -4.8781], [-3.4741, -1.3178, -5.3805], [-4.3540, -2.9506, -3.8061], [-3.3823, -3.2386, -1.5473], [3.0188, 3.1534, -0.0294], [1.5487, 3.4447, 0.0558], [1.1774, 4.7738, 0.2682], [-0.1469, 5.1425, 0.3032], [-1.1131, 4.1622, 0.0910], [-0.7070, 2.8657, -0.1126], [0.6059, 2.4909, -0.0920], [-2.0796, 1.2274, -0.3099], [-2.3648, -2.0204, 1.0596], [-3.6636, -1.6002, 0.8704], [-4.4904, -1.6513, 1.9921], [-3.9732, -2.0836, 3.1962], [-2.6354, -2.4927, 3.2699], [-2.0346, -2.9635, 4.5573], [-1.8552, -2.4678, 2.1893], [-1.3420, 0.7090, -2.3517], [-2.1375, 0.9270, -3.6602], [-1.5596, 1.9840, -4.5385], [-0.3495, 2.4883, -4.3039], [0.4740, 2.0227, -3.1841], [1.8892, 2.4717, -3.1367], [0.0022, 1.2354, -2.2803], [3.5040, 3.9431, -0.6023], [3.4737, 3.1615, 0.9637], [3.2532, 2.2055, -0.5017], [1.9591, 5.5113, 0.3922], [-0.4302, 6.1732, 0.4726], [-2.1661, 4.4107, 0.0883], [-4.0441, -1.2749, -0.0864], [-5.5250, -1.3452, 1.9128], [-4.5935, -2.1177, 4.0817], [-2.4049, -3.9582, 4.8111], [-0.9510, -3.0130, 4.4741], [-2.3095, -2.2983, 5.3769], [-3.1988, 1.1048, -3.4836], [-2.1390, 2.3229, -5.3895], [0.0851, 3.2360, -4.9538], [2.3370, 2.3684, -4.1263], [1.9357, 3.5343, -2.8819], [2.4779, 1.8993, -2.4223]], "mulliken_charge": [0.61, -0.26, 0.61, -0.79, -0.72, -0.81, -0.76, 0.47, -0.27, -0.84, 0.57, -1.13, -0.67, -1.16, 0.85, -0.91, -0.09, 1.55, -0.18, -1.18, -0.87, -0.37, -1.10, 0.60, 0.43, 0.59, 0.45, 0.47, 0.55, 0.41, 0.64, 0.53, 0.47, 0.54, 0.47, 0.75, 0.48, 0.54, 0.50, 0.65, -1.96, 0.97, -0.93, -0.64, -0.98, 0.29, 0.67, 1.04, 0.97, -1.04, -0.89, -0.63, 0.49, -1.37, -0.21, 0.32, -0.27, -1.14, -0.90, 0.46, -1.57, 0.36, 0.58, 0.43, 0.31, 0.60, 0.49, 0.58, 0.53, 0.50, 0.50, 0.36, 0.24, 0.41, 0.61, 0.54, 0.59, 0.62, 0.40, 0.03], "homo_ev": -15.4822, "de_lowest_kcal_mol": 2.2, "total_charge": 3, "homo_lumo_gap_ev": 5.92}